A structure of composition C34H40As2I2N5OY. Source: the OMol25 dataset; level of theory: ωB97M-V/def2-TZVPD.

**Energy**: -6773.429608 Eh
**Total charge**: +2
**Frontier orbital gap**: 7.7 eV
**Relative energy (zero: lowest compared OMol25 entry of this formula, charge and spin)**: 1.484 eV

Each line ends with the Mulliken charge.
Geometry (Å):
Y 15.27467 11.64767 10.72419  -0.470
N 18.39066 13.81407 9.95989  0.261
C 17.00903 14.31938 10.19611  3.052
C 16.98646 15.13438 11.47571  -1.505
C 15.52032 15.19773 11.94394  -0.024
N 15.07099 13.85889 12.29904  -0.442
C 14.66324 15.77108 10.85959  -1.562
C 14.80303 15.05743 9.53091  0.318
N 14.23286 13.65315 9.58470  -0.357
C 16.26625 14.94940 9.08290  -1.216
H 18.62169 13.00234 10.54089  -0.207
H 19.06543 14.55164 10.22221  0.560
H 18.60995 13.56343 8.98203  0.458
H 16.54821 13.40885 10.45921  -1.688
H 17.37535 16.15044 11.31736  0.480
H 17.57110 14.63997 12.25346  0.496
H 15.45293 15.83412 12.84549  0.469
H 14.10954 13.90089 12.63676  0.286
H 15.53888 13.50839 13.12715  0.295
H 14.85779 16.82288 10.72177  0.466
H 13.60409 15.74409 11.12379  0.463
H 14.34999 15.63255 8.66376  0.374
H 13.91124 13.37340 8.67956  0.191
H 13.39243 13.61530 10.14677  0.317
H 16.66584 15.95887 8.91007  0.417
H 16.28548 14.44146 8.13836  0.167
C 17.48439 8.00372 9.59379  -1.208
As 15.71006 8.78559 9.99343  1.167
C 14.95212 7.46591 11.15699  -1.470
C 14.78844 8.50803 8.36338  0.656
C 14.14867 7.27516 8.10362  -0.830
C 13.61609 7.00952 6.84383  -1.009
C 13.69019 7.97603 5.85221  -0.799
C 14.32486 9.18699 6.10415  -0.598
C 14.84999 9.46235 7.36673  -0.062
As 15.91456 11.04310 7.69870  1.015
C 15.17582 12.18794 6.27202  -1.540
C 17.63493 10.55941 6.92612  -1.312
H 17.46469 6.98328 9.90938  0.500
H 18.30662 8.50770 10.15576  0.215
H 17.71534 8.08930 8.52388  0.421
H 14.98259 6.52172 10.58697  0.487
H 13.91259 7.76505 11.44082  0.173
H 15.59303 7.37734 12.01483  0.483
H 14.08686 6.50073 8.83767  0.305
H 13.23430 6.03067 6.61508  0.451
H 13.28358 7.82089 4.86868  0.480
H 14.32233 9.93991 5.34896  0.422
H 14.09699 12.15287 6.27947  0.496
H 15.55031 11.88926 5.28872  0.502
H 15.49498 13.24364 6.39055  0.332
H 17.46902 10.13465 5.96397  0.459
H 18.06696 9.81535 7.57158  0.302
H 18.31624 11.37496 6.88642  0.472
I 15.68895 10.70718 13.78745  0.090
C 17.67643 10.35664 13.27017  0.720
C 18.42624 9.47384 14.09621  -0.683
C 19.72168 9.23946 13.78822  -0.409
I 20.66599 7.73194 14.94983  0.139
C 20.38638 9.94510 12.72017  1.341
C 21.74982 9.74169 12.37041  -0.922
C 22.26597 10.51546 11.34890  -0.708
C 21.41820 11.48071 10.71286  -0.399
N 20.14149 11.57577 10.94505  -0.305
C 19.61165 10.78848 11.93751  0.086
C 18.18493 10.97147 12.15583  -0.824
O 17.44351 11.61378 11.28855  0.112
H 17.95039 8.84252 14.82756  0.400
H 22.41074 9.10170 12.93403  0.294
H 23.30149 10.45708 11.07492  0.418
H 21.87615 12.16293 9.98986  0.416
N 7.57021 5.41341 12.29809  -0.429
C 8.27748 6.25355 11.97810  -0.083
C 9.27391 7.26239 11.71508  0.647
C 8.96494 8.56685 12.03380  -0.765
C 9.93267 9.53520 11.88257  -0.809
C 11.14063 9.16288 11.28488  0.567
C 11.34570 7.86655 10.78475  -0.128
C 10.44890 6.88153 11.06790  -0.802
C 12.16270 10.14356 11.06969  0.638
C 13.09925 10.89698 10.88963  -0.528
H 8.05334 8.85056 12.48036  0.502
H 9.78107 10.54835 12.19232  0.515
H 12.27836 7.71018 10.24262  0.355
H 10.58746 5.84098 10.74754  0.448

Cartesian forces, eV/Å:
0.1 0.1 0.1
1.2 1.9 -1.1
1.0 -0.6 0.7
-0.5 0.2 0.2
0.7 0.7 0.9
-0.5 -1.2 0.3
-1.2 0.0 -0.6
-0.2 -0.2 -1.8
0.5 0.6 0.4
0.0 1.2 0.2
0.0 -1.0 0.3
-0.1 -0.3 -0.3
-0.3 0.0 0.5
-0.5 -0.5 0.1
0.0 -0.2 0.0
0.2 0.0 0.0
0.1 0.0 -0.5
-0.1 0.1 -0.3
0.5 0.1 0.1
0.4 0.4 -0.1
-0.1 -0.1 0.3
-0.1 -0.5 1.4
-0.1 -0.1 -0.8
-0.3 0.2 0.2
-0.2 -0.1 -0.1
0.3 -0.6 -0.4
0.5 1.1 0.2
0.8 0.6 0.8
-0.8 -0.3 -0.5
-0.8 -1.5 -0.4
0.1 0.8 -0.8
0.5 0.3 0.2
0.3 0.5 0.1
-0.6 -0.2 0.6
0.5 -0.1 -0.4
-0.5 0.8 -0.4
0.8 0.7 0.0
-0.6 -0.4 0.8
0.0 -0.8 0.0
-0.7 -0.2 -0.3
-0.2 -0.3 0.4
-0.2 0.2 0.6
1.0 -0.4 -0.1
0.1 0.0 0.5
0.0 -0.2 0.4
-0.3 -0.1 0.1
-0.1 -0.2 -0.2
0.2 0.3 -0.5
-0.3 -0.1 0.0
-0.1 -0.2 0.2
-0.2 -0.6 0.1
-0.1 -0.2 -0.8
0.2 -0.3 0.2
0.4 0.8 -0.2
-0.3 -0.2 -0.1
0.2 -0.2 0.5
-0.2 0.1 -0.9
0.9 -0.4 0.2
0.0 0.5 -0.4
0.0 -1.4 0.9
0.1 1.3 -0.8
-1.0 0.2 0.5
1.1 -0.8 0.0
-0.4 0.2 0.3
-0.6 1.2 -0.9
0.6 -1.1 0.4
-0.4 0.8 -0.3
-0.2 0.3 0.3
-0.2 -0.3 0.1
0.3 0.0 -0.1
-0.3 -0.2 0.1
-0.5 -0.4 0.0
0.6 0.2 0.2
-1.0 -0.9 -0.4
1.1 0.4 0.3
0.7 -0.6 -0.5
-0.2 0.6 -0.5
1.0 0.8 0.3
-0.5 -0.6 -0.2
-0.3 -0.6 0.1
0.5 0.5 0.0
-1.0 -0.1 0.4
-0.1 0.3 0.1
-0.4 -0.3 0.0
-0.1 0.5 0.2